Formula: C41H40MoN7O6
Source: the OMol25 dataset
Level of theory: the ωB97M-V functional and the def2-TZVPD basis

Last column: Löwdin spin population.
CARTESIAN COORDINATES (ANGSTROEM)
Mo 0.085 -0.118 -0.476  1.675
C -3.440 -0.680 2.330  0.000
C -2.414 0.106 3.147  0.001
C -1.335 0.835 2.296  0.005
N -1.488 0.622 0.868  0.004
C -2.384 1.349 0.227  0.003
C -2.999 2.512 0.726  0.029
C -4.033 3.283 0.212  0.005
C -4.943 2.980 -0.780  0.023
C -4.891 1.855 -1.606  0.006
C -3.835 1.000 -1.805  0.014
C -2.564 0.942 -1.172  0.016
N -1.496 0.384 -1.719  -0.028
C -1.420 0.436 -3.193  0.000
C -0.732 -0.722 -3.903  -0.002
C 0.652 -0.954 -3.299  0.002
N 0.401 -1.477 -1.960  -0.037
C 0.025 -2.743 -1.849  0.010
C 0.490 -3.752 -2.730  0.043
C 0.129 -5.070 -2.855  0.007
C -0.887 -5.772 -2.203  0.054
C -1.658 -5.302 -1.160  0.006
C -1.588 -4.108 -0.456  0.054
C -0.798 -2.960 -0.674  0.004
N -0.843 -1.891 0.123  -0.025
C -1.383 -2.118 1.461  0.001
C -2.912 -1.944 1.612  -0.001
H -4.229 -0.993 3.019  0.000
H -3.903 -0.010 1.607  0.000
H -2.961 0.844 3.736  0.000
H -1.929 -0.564 3.862  0.000
H -1.349 1.900 2.534  0.000
H -0.349 0.492 2.585  0.001
H -2.529 2.935 1.605  0.002
H -4.198 4.226 0.723  0.000
H -5.768 3.665 -0.933  0.001
H -5.762 1.674 -2.228  0.000
H -3.986 0.246 -2.567  0.002
H -2.409 0.562 -3.626  -0.001
H -0.849 1.343 -3.407  -0.001
H -1.312 -1.645 -3.814  0.000
H -0.659 -0.463 -4.962  0.000
H 1.250 -1.617 -3.921  0.000
H 1.175 -0.003 -3.224  0.001
H 1.305 -3.444 -3.370  0.003
H 0.694 -5.639 -3.584  -0.001
H -1.080 -6.780 -2.548  0.003
H -2.431 -5.979 -0.811  -0.001
H -2.318 -4.018 0.335  0.004
H -1.125 -3.135 1.768  0.000
H -0.859 -1.456 2.144  0.001
H -3.358 -1.990 0.616  0.000
H -3.275 -2.814 2.167  0.000
O 6.382 -4.233 -0.832  0.000
C 5.635 -4.383 0.148  0.000
O 5.721 -5.103 1.159  0.000
C 4.338 -3.508 0.115  0.000
C 3.186 -3.925 0.765  0.000
C 2.064 -3.114 0.741  0.002
N 2.043 -1.915 0.166  0.014
C 3.145 -1.516 -0.470  0.001
C 4.299 -2.283 -0.539  0.000
C 3.084 -0.158 -1.121  0.006
O 4.087 0.376 -1.550  0.011
O 1.903 0.400 -1.172  0.031
H 3.187 -4.871 1.291  0.000
H 1.141 -3.437 1.215  0.000
H 5.159 -1.931 -1.091  0.000
N 3.067 2.274 0.908  0.001
C 2.788 1.472 1.951  0.002
C 3.362 1.760 3.213  0.001
C 3.143 0.916 4.269  0.000
C 2.361 -0.222 4.071  0.000
C 1.810 -0.408 2.824  0.002
N 1.973 0.411 1.779  0.020
H 3.802 2.949 0.986  0.000
H 2.734 2.011 -0.005  0.000
H 3.982 2.643 3.310  0.000
H 3.587 1.120 5.235  0.000
H 2.188 -0.934 4.866  0.000
H 1.206 -1.287 2.631  0.000
O 0.294 2.750 -2.242  0.005
C 0.325 2.959 -1.028  0.004
O 0.273 2.073 -0.103  0.016
C 0.415 4.389 -0.535  0.000
C 0.629 4.666 0.812  0.000
C 0.778 5.977 1.239  0.000
C 0.700 7.019 0.325  0.000
C 0.451 6.748 -1.014  0.000
C 0.307 5.437 -1.441  0.000
H 0.677 3.840 1.507  0.000
H 0.948 6.200 2.285  0.000
H 0.827 8.042 0.657  0.000
H 0.362 7.566 -1.718  0.000
H 0.108 5.198 -2.478  0.000

Calculated values
- Expectation value of S²: 2.0467
- HOMO level (alpha / beta): -4.80 / -5.14 eV
- E: -67741.0572 eV
- Multiplicity: 3
- Gap between HOMO and LUMO (alpha / beta): 6.68 / 6.65 eV
- Total charge: -1

Formula: C20H21N3O3
Source: the OMol25 dataset
Level of theory: the ωB97M-V functional and the def2-TZVPD basis

Last column: natural (NBO) charge in e.
CARTESIAN COORDINATES (ANGSTROEM)
N -2.861 -3.144 -0.071  -0.821
C -1.820 -2.137 -0.192  -0.143
C -1.994 -1.083 0.927  -0.408
C -1.875 -1.659 2.314  -0.068
C -0.629 -1.784 2.934  -0.154
C -0.526 -2.339 4.204  -0.226
C -1.658 -2.781 4.871  -0.215
C -2.903 -2.663 4.259  -0.211
C -3.011 -2.114 2.984  -0.208
C -0.413 -2.769 -0.188  0.673
O -0.255 -3.920 0.152  -0.602
N 0.669 -1.976 -0.517  -0.638
C 0.675 -0.710 -1.198  -0.157
C 1.264 0.430 -0.314  -0.426
C 0.931 1.816 -0.797  -0.159
C -0.248 2.473 -0.603  -0.013
N -0.192 3.739 -1.155  -0.518
C 1.057 3.929 -1.705  0.115
C 1.593 5.044 -2.369  -0.236
C 2.887 4.946 -2.834  -0.205
C 3.643 3.761 -2.655  -0.231
C 3.108 2.666 -1.999  -0.201
C 1.796 2.738 -1.513  -0.052
C 1.483 -0.862 -2.494  0.782
O 2.149 -1.836 -2.737  -0.567
O 1.447 0.187 -3.343  -0.669
H -2.596 -3.721 0.736  0.376
H -2.828 -3.760 -0.872  0.366
H -1.964 -1.624 -1.153  0.199
H -1.257 -0.285 0.810  0.202
H -3.031 -0.659 0.805  0.229
H 0.285 -1.462 2.414  0.202
H 0.447 -2.446 4.706  0.215
H -1.586 -3.230 5.896  0.217
H -3.790 -3.002 4.803  0.215
H -4.000 -2.047 2.490  0.222
H 1.502 -2.531 -0.682  0.426
H -0.352 -0.457 -1.496  0.220
H 0.883 0.273 0.718  0.236
H 2.369 0.302 -0.249  0.230
H -1.119 2.154 -0.077  0.215
H -0.928 4.404 -1.119  0.415
H 0.983 5.961 -2.488  0.218
H 3.341 5.771 -3.344  0.217
H 4.656 3.705 -3.029  0.218
H 3.692 1.759 -1.881  0.217
H 0.977 0.942 -2.949  0.501

Calculated values
- SMILES: N[C@@H](Cc1ccccc1)C(=O)N[C@@H](Cc1c[nH]c2ccccc12)C(=O)O
- HOMO level: -8.59 eV
- E: -31695.0534 eV
- Energy relative to the best compared isomer or geometry (same formula, charge and spin): 37.23 kcal per mole
- Gap between HOMO and LUMO: 9.01 eV

Formula: C2H3N3O2
Source: the OMol25 dataset
Level of theory: the ωB97M-V functional and the def2-TZVPD basis

Last column: natural (NBO) charge in e.
CARTESIAN COORDINATES (ANGSTROEM)
C -1.031 0.847 -0.583  0.195
C 0.300 0.394 -0.381  0.228
N -2.098 1.229 -0.727  -0.189
N 0.995 -0.195 -1.223  -0.456
N 0.860 0.714 1.007  0.502
O 0.126 1.230 1.807  -0.314
O 2.019 0.413 1.155  -0.357
H -1.217 -2.296 -0.082  -0.009
H -1.889 -1.895 -0.070  0.009
H 1.935 -0.441 -0.904  0.392

Calculated values
- HOMO level: -11.90 eV
- E: -10682.7840 eV
- Energy relative to the best compared isomer or geometry (same formula, charge and spin): 130.82 kcal per mole
- Gap between HOMO and LUMO: 10.19 eV

Formula: C7H12N2O
Source: the OMol25 dataset
Level of theory: the ωB97M-V functional and the def2-TZVPD basis

Last column: natural (NBO) charge in e.
CARTESIAN COORDINATES (ANGSTROEM)
C 0.187 1.833 0.390  -0.580
C -0.462 1.124 -0.551  0.355
C -1.468 0.077 -0.029  -0.459
C -0.854 -1.043 0.775  -0.397
C 0.393 -1.478 -0.087  -0.227
N 1.069 -2.463 0.711  -0.490
C 1.042 -2.376 1.924  0.613
N 1.094 -2.805 3.054  -0.706
O -0.385 1.108 -1.862  -0.499
C 0.377 2.170 -2.472  -0.271
H -0.200 1.551 1.281  0.196
H 1.058 2.572 0.379  0.221
H -1.999 -0.359 -0.981  0.219
H -2.294 0.499 0.538  0.227
H -0.433 -0.723 1.746  0.193
H -1.457 -1.888 0.972  0.220
H -0.067 -2.070 -0.909  0.198
H 0.986 -0.648 -0.412  0.213
H 1.861 -2.556 3.695  0.394
H 1.443 2.059 -2.369  0.192
H -0.073 3.248 -2.283  0.192
H 0.183 2.166 -3.509  0.197

Calculated values
- SMILES: C=C(CCCN=C=N)OC
- HOMO level: -8.81 eV
- E: -12478.0312 eV
- Energy relative to the best compared isomer or geometry (same formula, charge and spin): 81.37 kcal per mole
- Gap between HOMO and LUMO: 9.64 eV